Here is a structure of composition C38H40Br6F4O9 from the OMol25 dataset. Energies are from ωB97M-V/def2-TZVPD.

```
97
Properties=species:S:1:pos:R:3:forces:R:3
Br 4.674528 -0.356520 -0.422190 1.0 5.6 -0.8
Br 5.372888 2.762210 0.084360 -0.1 -0.9 0.2
Br -3.762982 2.581300 1.814510 0.6 1.0 6.3
Br 2.866138 1.477770 1.748040 1.9 1.7 -0.5
Br -3.521212 -0.563500 0.604550 -7.4 1.1 -1.4
Br -1.685902 0.608560 3.082520 -5.0 11.1 2.6
F 3.996398 -1.817380 1.557150 -0.3 1.1 4.9
F 2.902488 3.752550 -0.258410 -1.5 0.4 -0.5
F -5.358442 4.829250 -2.617050 0.3 0.3 -0.3
F 2.167978 0.832790 -1.248140 -4.3 -6.0 1.2
O -0.848952 -0.116210 -3.900320 0.8 2.0 -1.4
O -1.896342 -2.636800 4.710310 -1.5 -3.8 1.4
O 2.132558 -0.251830 -3.540970 0.5 -1.1 -0.9
O -0.009692 -0.755470 -6.040590 -1.3 -0.7 5.9
O 3.098688 -2.025800 -2.421380 1.0 2.2 -2.7
O 1.155038 -1.271490 -1.824270 7.6 -5.6 2.7
O -0.547462 -2.157520 -4.309880 1.0 -3.3 0.6
O -2.998852 -4.670660 5.082580 0.3 3.4 -1.9
O -3.303622 -3.425460 3.236350 -1.6 0.5 -2.4
C 2.384958 2.488240 -2.224710 1.4 2.8 -0.6
C -1.906192 -1.642000 3.744220 -0.4 -2.1 2.3
C -0.694422 -0.653870 -2.569440 -5.0 0.3 -2.2
C 2.018548 3.467510 -1.263510 0.2 0.2 -1.3
C 1.289458 -0.780570 3.796050 8.8 5.7 3.3
C -3.921932 2.143500 -0.605090 0.0 0.8 -5.6
C 1.875688 -1.065640 5.060610 0.7 -0.1 -0.3
C 3.203658 -1.479940 5.167070 -0.6 0.5 -1.7
C -4.518182 3.849990 -2.275380 0.0 -1.6 1.3
C 0.856768 4.219720 -1.431940 1.2 -0.3 -0.2
C 1.700528 2.306540 -3.383460 -0.6 1.0 -0.4
C 0.047438 -0.565220 1.255370 3.2 -0.7 -5.3
C 3.886148 1.458880 0.067090 2.7 0.6 1.0
C -3.461222 0.659860 2.220500 0.2 1.6 0.6
C 2.036498 -0.876770 2.618730 2.6 -2.9 3.9
C -0.500082 -1.531290 3.177400 -9.9 -8.5 2.8
C 3.353818 -1.454080 2.697820 -1.9 0.1 3.0
C 1.165318 -0.311510 0.515300 -1.2 4.4 -6.2
C -4.748212 3.183690 -1.073900 0.6 -0.7 1.9
C 0.583218 3.085260 -3.562820 -0.4 0.2 -0.8
C 2.730038 -2.897190 -1.392470 2.5 -1.7 -0.2
C -1.143562 -0.061440 0.988860 1.8 1.7 -4.5
C 3.944848 -1.689060 3.966230 -0.7 0.0 -0.8
C -0.346452 -0.979500 -4.826950 -0.7 2.0 -4.3
C -0.861552 -2.122330 -2.883490 -0.7 0.0 -1.2
C -3.081252 -2.061940 2.832880 1.0 -1.6 1.2
C -2.831722 -3.650180 4.401490 2.8 -2.8 4.3
C -2.679562 2.296050 -2.675580 -0.8 1.7 -1.0
C -1.858062 -0.150660 -1.725530 2.7 -10.2 -6.6
C -1.183142 0.752610 -0.176420 4.1 0.2 9.7
C 3.801098 -2.930660 -0.296100 -0.1 -2.1 -2.2
C 1.053788 0.535390 -0.584330 -0.6 -0.2 3.1
C -0.120832 1.101720 -0.938080 3.5 2.4 2.1
C -2.856472 1.699730 -1.475420 -9.8 8.4 0.7
C 2.159758 -1.116760 -2.742310 1.1 -1.7 1.7
C 1.508928 -2.298630 -0.879620 -2.1 -1.5 0.0
C 0.149428 3.989810 -2.601510 -0.2 0.3 -0.7
C -3.484112 3.386710 -3.039020 0.4 0.9 -1.1
H -0.227122 -2.826650 -2.345410 -0.4 0.1 -0.5
H -1.661012 0.901170 -1.518390 11.5 -1.9 -9.2
H 3.536108 -3.638200 0.489570 -0.5 0.3 0.1
H 1.585798 -1.879730 0.123730 0.1 -1.4 -1.2
H -1.881172 -0.567970 -0.718840 0.3 -1.7 -2.1
H 0.110738 -1.224710 2.108290 3.0 1.2 -6.1
H 3.088158 1.684060 -2.065900 1.9 2.8 -2.1
H -5.415802 3.549450 -0.307770 -0.8 0.3 -0.4
H -0.363342 -2.235260 2.356530 -1.0 -2.0 1.0
H 0.097978 2.966790 -4.520370 -0.5 0.2 0.0
H 3.640128 -1.531620 6.153590 0.2 -0.4 -0.1
H 1.262328 -1.022330 5.948480 0.0 0.3 0.2
H -0.106782 1.862590 -1.704420 -0.6 -0.1 -0.3
H 4.934118 -2.121780 3.988460 0.2 0.1 0.1
H 4.769278 -3.327670 -0.601240 0.0 -0.1 -0.7
H -4.110242 1.750260 0.382990 -0.7 -1.1 -3.7
H 2.143108 -0.701090 0.757260 -0.1 1.0 -1.8
H -1.932872 2.052460 -3.416880 0.3 -0.5 0.2
H -0.498142 -0.559750 2.683230 -0.3 -2.2 2.8
H -2.890762 -0.160220 -2.074180 0.2 -1.5 -1.6
H -2.841742 -2.065220 1.769520 -0.2 -0.8 1.4
H 0.346678 -1.524290 3.863740 -4.1 -7.0 0.7
H 1.446788 -0.713060 1.728870 3.0 -0.9 5.0
H 2.665058 -3.823450 -1.963370 -0.6 -0.5 0.7
H 0.317128 -0.507070 -2.190870 -4.3 2.7 -1.4
H 0.601588 5.036320 -0.772820 0.0 -0.1 0.2
H 3.971078 -1.893760 -0.006200 -1.2 -3.1 -0.7
H -4.186402 0.247150 2.921830 0.0 0.6 -0.2
H 0.239648 -0.527100 3.788570 4.0 6.3 1.7
H -0.704152 4.607070 -2.839800 -0.2 0.0 0.2
H 2.009738 1.551800 -4.091390 -0.1 0.7 0.0
H -2.094492 -0.293960 1.445000 3.9 -0.9 -0.7
H 0.692018 -3.019800 -0.905340 -0.1 0.0 0.4
H -2.223612 -0.799260 4.358340 0.2 -1.1 0.1
H -3.968712 -1.517510 3.155570 -0.1 -0.2 -0.7
H 3.185858 1.652140 -0.745540 2.7 0.9 2.7
H -1.912842 -2.372490 -2.740860 0.0 -0.5 -0.3
H -2.242182 0.832570 -1.282830 -13.8 1.0 -0.7
H -2.147422 1.106690 -0.509880 0.6 3.7 8.8
H -3.220742 3.951670 -3.920980 -0.1 -0.1 -0.4
```
Forces are in eV/Å.

M in Da: 1196.14
Energy relative to the best compared isomer or geometry (same formula, charge and spin) in kJ/mol: 6037.4
Gap between HOMO and LUMO in eV: 6.2
Lowest unoccupied orbital energy in eV: -1.730
Total energy in a.u.: -17990.44755
HOMO energy in eV: -7.916
Charge: 0



Here is a structure of composition C38H40Cl2N3O7P2Rb from the OMol25 dataset. Energies are from ωB97M-V/def2-TZVPD.

```
93
Properties=species:S:1:pos:R:3:forces:R:3
Rb -2.906909 -1.771746 2.122016 0.4 0.5 0.3
Cl -6.334104 -4.752223 4.550635 -0.2 0.0 0.1
Cl -4.937298 -7.023697 3.394043 0.0 -0.3 -0.1
P 0.132144 1.279493 0.617978 0.4 0.2 -0.5
P 2.281993 3.632822 -0.403943 -0.3 -0.1 0.0
O -2.442870 0.145871 3.938983 0.1 0.3 0.0
O -3.414734 -0.071780 -0.352841 0.0 0.0 0.0
O -3.134465 -2.762731 -0.308182 -0.4 -0.2 -0.5
O -4.906939 -3.777236 2.145965 0.0 0.2 -0.2
O -4.007637 -0.068472 -2.527818 -0.1 0.0 0.1
O -1.206880 -1.637808 4.486002 0.2 -0.3 -0.2
O -2.905712 -4.632799 2.753265 0.1 0.1 0.0
N -0.286439 1.777757 3.643145 -0.1 0.1 0.1
N 0.410002 -3.872214 3.270832 -0.1 0.0 -0.1
N 0.181685 -3.510102 1.002812 -0.2 0.1 0.2
C -1.027541 0.897923 -1.821599 0.0 0.1 0.1
C 0.613175 3.070543 0.213967 0.2 -0.3 0.0
C 1.800277 -0.797963 1.345778 0.0 0.0 0.0
C -1.245427 0.385677 -3.089063 0.1 0.1 -0.3
C -4.129829 -4.472570 2.818455 -0.4 -0.7 0.4
C -5.279365 -2.546629 -1.415421 0.0 -0.1 0.1
C 1.785915 3.265776 -4.490862 -0.1 0.0 0.0
C -3.796447 -2.192889 -1.437085 0.0 0.4 -0.3
C 2.694155 7.477371 -1.739080 0.0 0.1 0.0
C 0.807136 -0.840521 -2.922627 0.1 -0.1 -0.1
C 2.450226 3.168149 -2.178098 0.0 -0.1 0.2
C -1.367749 -0.428184 4.215821 0.4 0.8 0.7
C 1.665461 8.179363 -1.120906 0.0 0.0 0.0
C -3.108875 -2.747141 -2.677713 0.0 0.0 0.1
C 2.656772 1.347186 1.958251 0.0 0.0 0.1
C 2.991823 2.690526 -4.869877 0.0 0.0 0.0
C -0.101224 0.487563 4.315864 -0.2 -0.2 0.0
C 0.910257 6.133631 -0.097684 0.0 -0.1 0.0
C -4.771985 -5.351930 3.975500 0.3 0.4 -0.3
C 3.758077 0.737639 2.542775 0.0 0.0 0.0
C 2.909144 -1.410723 1.907622 0.0 -0.1 0.0
C 0.672079 -4.258202 1.992934 0.2 -0.1 -0.1
C 1.924714 5.414359 -0.725101 0.2 0.1 0.2
C 0.116331 0.568170 -1.091708 0.0 0.1 0.1
C 1.527116 -5.350890 1.729089 0.0 0.0 0.0
C 3.921589 2.340339 -3.905595 0.1 -0.1 -0.1
C 1.031146 -0.314755 -1.657492 0.1 0.1 0.0
C 0.503003 -3.805880 -0.251799 0.0 -0.1 0.0
C -3.714645 -0.612827 -1.439017 -0.1 -0.4 0.3
C 2.823605 6.115194 -1.537336 -0.1 0.0 0.0
C 3.900595 -0.641105 2.498810 0.0 0.0 0.0
C -0.324790 -0.491496 -3.642577 0.1 0.0 0.0
C 0.778722 7.501757 -0.300041 0.0 0.1 0.0
C 1.521361 3.514434 -3.154670 -0.1 -0.1 -0.1
C 1.680977 0.590048 1.314422 -0.1 0.1 0.1
C 1.352352 -4.841138 -0.602401 0.0 0.0 -0.1
C 1.870842 -5.626476 0.425854 -0.1 0.1 0.1
C 3.647360 2.573277 -2.565982 -0.1 0.0 0.1
H 0.749282 -0.060936 3.905764 0.0 0.0 0.0
H 0.082415 0.624598 5.387016 0.0 -0.1 0.0
H 2.548132 -6.443948 0.205613 0.0 0.0 0.0
H 1.922584 -0.610240 -1.120065 0.0 0.0 0.0
H -5.422051 -3.631337 -1.395193 0.0 0.0 0.0
H 0.207910 5.623081 0.549157 0.0 0.1 0.0
H 1.917151 -5.932382 2.555847 0.0 0.0 0.0
H -0.170490 3.439536 -0.451654 -0.1 0.0 0.0
H -0.086260 2.544202 4.274790 0.0 -0.1 0.0
H 0.394887 -4.590371 3.972948 0.0 0.0 0.0
H 1.050124 3.519544 -5.244075 0.0 0.0 0.0
H -0.021601 8.046386 0.187101 0.0 -0.1 0.0
H -5.745483 -2.121198 -0.522506 0.0 0.0 0.0
H 0.999845 -1.410382 0.954749 0.0 0.0 -0.1
H -1.792567 1.513456 -1.361051 -0.1 -0.1 -0.1
H -2.158652 0.628851 -3.614176 0.0 0.0 0.1
H 1.600334 -5.033194 -1.637397 0.0 0.0 0.0
H -0.272020 -3.133322 3.410734 0.0 0.1 0.2
H 3.200110 2.507815 -5.917247 0.0 0.0 0.0
H 1.524514 -1.536825 -3.345226 0.0 0.0 0.0
H 4.858756 1.880748 -4.196963 0.0 0.0 0.0
H -0.496471 -0.920256 -4.623544 0.0 0.0 0.0
H 4.367049 2.295728 -1.803953 0.0 0.0 0.0
H -3.801589 -2.945149 0.369268 -0.2 -0.6 -0.5
H 3.396561 8.002724 -2.375643 0.0 0.0 0.0
H 0.588644 3.987615 -2.870686 0.0 0.0 0.0
H -4.094150 -5.382219 4.820510 0.0 0.0 0.0
H 4.762610 -1.112577 2.956580 0.0 0.0 0.0
H 0.499931 3.581107 1.176699 0.0 0.0 0.0
H 4.505069 1.346637 3.039762 0.0 0.0 0.0
H -2.037835 -2.540604 -2.610861 0.0 0.0 0.0
H -1.286978 1.816729 3.441635 0.0 0.1 -0.1
H 3.627818 5.571544 -2.020368 0.0 0.0 0.0
H 2.988718 -2.491604 1.892976 -0.1 0.0 0.0
H 0.051530 -3.165062 -1.003456 0.0 0.0 0.0
H 1.557491 9.245393 -1.279708 0.0 0.0 0.0
H -3.500116 -2.257928 -3.567804 0.0 0.0 0.0
H -3.257131 -3.829044 -2.745793 0.0 0.0 0.0
H 2.549012 2.417379 2.042459 0.0 0.1 -0.1
H -5.775255 -2.127233 -2.290537 0.0 0.0 0.0
```
Forces are in eV/Å.

M in Da: 869.07
Energy relative to the best compared isomer or geometry (same formula, charge and spin) in kJ/mol: 84.7
Gap between HOMO and LUMO in eV: 6.6
Lowest unoccupied orbital energy in eV: 3.759
Total energy in a.u.: -3790.37598
HOMO energy in eV: -2.845
Charge: -2



Here is a structure of composition C38H40CrN6O5S from the OMol25 dataset. Energies are from ωB97M-V/def2-TZVPD.

```
91
Properties=species:S:1:pos:R:3:forces:R:3
Cr -0.262533 0.188870 0.454950 0.1 -0.1 0.2
S -1.977406 3.319643 0.731789 0.0 0.0 0.0
O -3.286075 3.271487 0.134765 0.0 0.0 0.0
O 1.236122 -1.201711 0.339271 -0.1 0.1 0.0
O 0.932608 1.957195 -1.036287 0.0 0.1 0.0
O 0.669787 0.834445 2.064482 0.0 0.1 -0.3
O -1.895779 3.337698 2.165948 0.0 0.0 0.0
N 2.416042 -3.239220 -4.874936 0.0 0.0 -0.1
N 1.149127 -3.317953 -4.992069 -0.1 0.0 0.0
N -1.170334 -0.511903 -1.362314 0.0 -0.1 0.0
N 0.587698 -2.132685 -4.652708 0.0 0.1 0.1
N -1.026795 2.160224 0.088131 0.2 0.0 0.1
N -1.265575 -1.308397 -3.400875 0.0 -0.1 -0.1
C 1.937434 0.825549 2.276463 0.0 0.0 0.0
C -4.487159 -1.055265 0.373748 0.0 0.0 0.0
C -1.928641 -0.505877 3.128544 -0.1 0.0 -0.1
C 2.861847 -0.068730 1.648931 0.0 0.0 0.0
C 0.963355 5.011063 -1.195738 0.0 0.0 0.0
C -1.949942 -0.108291 -3.413759 0.0 0.0 0.0
C -0.088092 -2.756143 -1.743509 0.0 0.0 -0.1
C 1.538005 0.037144 -3.702185 0.0 0.0 0.0
C 3.964496 -0.155393 -3.544597 0.0 0.0 0.0
C -1.358386 -2.556614 1.948047 0.0 0.0 0.0
C -1.698132 0.477708 4.248818 0.0 0.0 0.0
C -1.046079 4.673291 0.071564 0.0 0.0 0.0
C -1.895776 0.363563 -2.148389 0.0 0.0 0.0
C 0.746448 6.378666 -1.096148 0.0 0.0 0.0
C 2.464597 1.742120 3.230521 0.0 0.0 0.0
C -2.465905 -2.393377 1.107241 0.0 0.0 0.0
C -0.851702 -2.023997 -4.589856 0.0 0.0 0.0
C 0.044513 4.165263 -0.600925 0.0 0.0 0.0
C 2.413845 -1.090415 0.744101 0.0 0.0 0.1
C -1.072277 -1.592489 2.930652 0.0 -0.1 -0.1
C 1.554894 -1.249349 -4.257785 0.0 -0.1 0.0
C 3.972996 -1.422167 -4.077906 0.0 0.0 0.0
C -0.454367 -3.766536 1.877742 0.0 0.0 0.0
C 4.713294 0.927456 2.876882 0.0 0.0 0.0
C 3.799537 1.793644 3.511295 0.0 0.0 0.0
C -0.820777 -1.524731 -2.135094 0.0 0.1 0.0
C 2.760623 0.554765 -3.344418 0.0 0.0 0.0
C -3.979315 0.823057 2.458999 0.0 0.0 0.0
C -3.033791 -0.338719 2.278965 0.0 0.0 0.0
C -2.815930 -3.388940 0.024195 0.0 0.0 0.0
C 0.051660 2.672262 -0.557523 -0.1 0.0 0.0
C 4.237950 0.017757 1.977248 0.0 0.0 0.0
C -0.361424 6.880460 -0.416298 0.0 0.0 0.0
C 2.734712 -1.975592 -4.419838 0.0 0.0 0.0
C -3.292790 -1.272528 1.270988 0.0 0.0 0.0
C 3.375358 -2.138808 0.244293 0.0 0.0 0.0
C 0.170005 -1.757283 3.772098 0.0 0.0 0.0
C -1.280507 6.028504 0.184003 0.0 0.0 0.0
H -2.638575 0.731915 4.736785 0.0 0.0 0.0
H 0.625316 0.588336 -3.520989 0.0 0.0 0.0
H 3.890035 -2.635557 1.066383 0.0 0.0 0.0
H -0.864569 -4.573996 1.279364 0.0 0.0 0.0
H 1.820908 4.605304 -1.715764 0.0 0.0 0.0
H -2.140228 6.409801 0.718074 0.0 0.0 0.0
H 0.532764 -0.801267 4.137028 0.0 0.0 0.0
H 0.974931 -2.668570 -1.969017 0.0 0.0 0.0
H 4.129832 -1.679771 -0.396727 0.0 0.0 0.0
H 0.979546 -2.205012 3.196308 0.0 0.0 0.0
H 4.887074 -1.983670 -4.215903 0.0 0.0 0.0
H -4.285309 -0.269021 -0.361131 0.0 0.0 0.0
H 5.768716 0.981430 3.104493 0.0 0.0 0.0
H 1.446128 7.068417 -1.549849 0.0 0.0 0.0
H -1.259114 1.401768 3.867033 0.0 0.0 0.0
H -4.280453 1.246103 1.501667 0.0 0.0 0.0
H -5.356488 -0.733361 0.946442 0.0 0.0 0.0
H -0.280120 -4.168840 2.876664 0.0 0.0 0.0
H -0.190099 -2.910644 -0.676351 0.0 0.0 0.0
H 2.794731 1.527246 -2.872043 0.0 0.0 0.0
H -2.072457 -4.169433 -0.097488 0.0 0.0 0.0
H -0.008014 -2.404984 4.636604 0.0 0.0 0.0
H 4.934229 -0.653997 1.493133 0.0 0.0 0.0
H -2.922766 -2.888796 -0.941876 0.0 0.0 0.0
H -2.398277 0.281163 -4.310644 0.0 0.0 0.0
H 4.896865 0.311152 -3.253461 0.0 0.0 0.0
H -3.534248 1.631113 3.028013 0.0 0.0 0.0
H -4.889977 0.499241 2.974254 0.0 0.0 0.0
H -1.235876 -1.461562 -5.440513 0.0 0.0 0.0
H -1.040770 0.074889 5.014635 0.0 0.0 0.0
H -3.769284 -3.880059 0.232244 0.0 0.0 0.0
H -0.505727 7.951071 -0.352309 0.0 0.0 0.0
H 2.823091 -2.871056 -0.339352 0.0 0.0 0.0
H -1.243224 -3.039515 -4.627997 0.0 0.0 0.0
H 4.162496 2.515040 4.233735 0.0 0.0 0.0
H 1.757770 2.407734 3.709618 0.0 0.0 0.0
H -4.770021 -1.950837 -0.171741 0.0 0.0 0.0
H -0.487087 -3.621817 -2.274810 0.0 0.0 0.0
H 0.528261 -3.513662 1.467051 0.0 0.0 0.0
H -2.311458 1.264940 -1.733060 0.0 0.0 0.0
```
Forces are in eV/Å.

Spin multiplicity: 5
M in Da: 744.84
Energy relative to the best compared isomer or geometry (same formula, charge and spin) in kJ/mol: 2.8
Gap between HOMO and LUMO (alpha / beta) in eV: 7.9 / 8.0
Lowest unoccupied orbital energy (alpha / beta) in eV: 0.148 / 0.063
Total energy in a.u.: -3619.56880
HOMO energy (alpha / beta) in eV: -7.783 / -7.946
Expectation value of S²: 6.010
Charge: 0



> Among the records above, which one has the highest M?

C38H40Br6F4O9